No. 1
Entry from the OMol25 dataset: a cluster of 3 separate species, C3H12NO2S in total in a non-equilibrium geometry (ωB97M-V/def2-TZVPD).

Output
Total charge: -1
E_HOMO: -0.10411 hartree
Kohn-Sham gap: 0.234 Ha
Relative energy (zero: lowest compared OMol25 entry of this formula, charge and spin): 3.513 eV
DFT total energy: -724.85442 hartree

Positions of all 19 atoms, in Å:
S: -0.04 2.68 -0.24
O: -1.46 0.11 -1.87
O: 2.65 0.11 -2.27
N: -1.28 -0.70 1.04
C: 0.28 1.07 0.33
C: -0.27 -1.76 1.00
C: -0.61 0.70 1.39
H: -0.11 0.61 2.30
H: 0.33 -1.94 1.97
H: -0.86 -2.72 0.94
H: 1.37 1.25 0.57
H: -1.80 -0.56 0.23
H: -0.69 -0.27 -1.85
H: -1.42 0.83 -1.17
H: 2.13 -0.59 -2.26
H: 2.30 0.68 -1.61
H: -1.40 1.53 1.68
H: 0.40 0.37 -0.56
H: 0.49 -1.38 0.38

Per-atom Mulliken charges, elementary charge units:
1 S -0.524
2 O -0.637
3 O -0.630
4 N -0.507
5 C -0.307
6 C -0.648
7 C -0.513
8 H 0.333
9 H 0.208
10 H 0.313
11 H 0.120
12 H 0.411
13 H 0.271
14 H 0.313
15 H 0.268
16 H 0.370
17 H 0.263
18 H -0.373
19 H 0.268

No. 2
Entry from the OMol25 dataset: a cluster of 2 separate species, C3H12NO2S in total in a non-equilibrium geometry (ωB97M-V/def2-TZVPD).

Output
Total charge: +1
E_HOMO: -0.46619 hartree
Kohn-Sham gap: 0.349 Ha
Relative energy (zero: lowest compared OMol25 entry of this formula, charge and spin): 0.854 eV
DFT total energy: -724.66198 hartree

Positions of all 19 atoms, in Å:
S: 2.81 0.44 1.49
O: 0.42 -0.36 -2.41
O: -3.07 -1.29 1.16
N: -0.77 -0.55 -0.01
C: 1.11 0.74 1.04
C: 0.81 0.59 -1.45
C: 0.68 -0.18 -0.09
H: 0.16 1.48 -1.52
H: -1.06 -0.74 0.96
H: 1.33 -1.01 -0.32
H: 3.30 1.69 1.62
H: -0.92 -1.47 -0.42
H: 1.88 0.79 -1.57
H: -1.40 0.10 -0.46
H: 0.54 0.86 1.97
H: -3.46 -2.09 1.52
H: 1.01 1.75 0.62
H: 0.47 -0.04 -3.30
H: -3.84 -0.71 1.18

Per-atom Mulliken charges, elementary charge units:
1 S -0.216
2 O -0.490
3 O -0.592
4 N -0.284
5 C -0.747
6 C -0.859
7 C -0.183
8 H 0.473
9 H 0.468
10 H 0.432
11 H 0.173
12 H 0.379
13 H 0.389
14 H 0.339
15 H 0.436
16 H 0.308
17 H 0.365
18 H 0.310
19 H 0.299

No. 3
Entry from the OMol25 dataset: a cluster of 2 separate species, C3H12NO2S2 in total in a non-equilibrium geometry (ωB97M-V/def2-TZVPD).

Output
Total charge: +1
E_HOMO: -0.46896 hartree
Kohn-Sham gap: 0.353 Ha
Relative energy (zero: lowest compared OMol25 entry of this formula, charge and spin): 0.634 eV
DFT total energy: -1122.85746 hartree

Positions of all 20 atoms, in Å:
S: 3.23 1.38 0.85
S: 2.06 1.28 -0.72
O: 0.42 -0.25 2.36
O: -2.70 -0.56 -0.86
N: -0.90 1.17 0.02
C: 1.01 -0.19 -0.68
C: -0.44 0.18 -1.00
C: -1.36 -1.05 -1.07
H: -3.14 -1.06 -0.16
H: 0.03 -1.12 2.53
H: -1.92 1.07 0.05
H: 4.31 0.64 0.51
H: -1.40 -1.29 -2.10
H: 0.97 -0.84 0.20
H: -0.52 0.88 0.93
H: 0.92 -0.22 3.18
H: -1.01 -1.85 -0.43
H: -0.37 0.61 -1.96
H: 1.33 -0.86 -1.48
H: -0.51 2.09 -0.18

Per-atom Mulliken charges, elementary charge units:
1 S -0.176
2 S -0.035
3 O -0.609
4 O -0.561
5 N -0.071
6 C -0.810
7 C -0.192
8 C -0.694
9 H 0.319
10 H 0.298
11 H 0.409
12 H 0.179
13 H 0.319
14 H 0.452
15 H 0.202
16 H 0.300
17 H 0.423
18 H 0.366
19 H 0.454
20 H 0.427

No. 4
Entry from the OMol25 dataset: a cluster of 3 separate species, C3H12NO3 in total in a non-equilibrium geometry (ωB97M-V/def2-TZVPD).

Output
Total charge: -1
E_HOMO: -0.15083 hartree
Kohn-Sham gap: 0.297 Ha
Relative energy (zero: lowest compared OMol25 entry of this formula, charge and spin): 1.492 eV
DFT total energy: -401.96083 hartree

Positions of all 19 atoms, in Å:
O: 1.28 -0.44 -0.24
O: 2.57 -0.57 2.01
O: 1.50 1.05 -2.31
N: -0.32 1.50 0.23
C: -1.04 0.22 -0.25
C: -2.35 -0.29 0.33
C: -0.02 -0.95 -0.23
H: -2.97 0.47 0.51
H: 1.80 0.57 -1.47
H: 2.10 -0.52 1.14
H: 0.69 1.47 -0.02
H: 3.05 0.24 2.05
H: -0.30 -1.69 0.63
H: -0.16 1.43 1.25
H: -2.25 -0.52 1.40
H: -0.34 -1.62 -1.07
H: -1.26 0.42 -1.37
H: 0.79 0.35 -2.48
H: -2.78 -1.13 -0.13

Per-atom Mulliken charges, elementary charge units:
1 O -0.997
2 O -0.720
3 O -0.706
4 N -0.771
5 C 0.711
6 C -1.845
7 C -0.646
8 H 0.561
9 H 0.409
10 H 0.445
11 H 0.369
12 H 0.247
13 H 0.291
14 H 0.257
15 H 0.399
16 H 0.219
17 H 0.115
18 H 0.284
19 H 0.378

No. 5
Entry from the OMol25 dataset: a cluster of 3 separate species, C3H12NO3 in total in a non-equilibrium geometry (ωB97M-V/def2-TZVPD).

Output
Total charge: +1
E_HOMO: -0.50683 hartree
Kohn-Sham gap: 0.382 Ha
Relative energy (zero: lowest compared OMol25 entry of this formula, charge and spin): 1.615 eV
DFT total energy: -401.68962 hartree

Positions of all 19 atoms, in Å:
O: -2.10 2.09 0.15
O: 2.00 -0.30 2.35
O: -2.55 -4.81 -2.78
N: 0.01 -0.28 0.52
C: 1.80 1.44 0.72
C: 2.32 0.80 1.95
C: 0.97 0.55 -0.26
H: -0.17 0.19 1.43
H: -2.29 1.83 -0.76
H: 1.12 2.28 1.03
H: 0.74 1.09 -1.22
H: 3.10 1.43 2.44
H: -2.77 2.73 0.41
H: 2.56 2.14 0.34
H: -3.33 -5.33 -3.03
H: 0.52 -1.15 0.84
H: 1.71 -0.14 -0.85
H: -0.91 -0.48 0.12
H: -2.73 -4.08 -3.40

Per-atom Mulliken charges, elementary charge units:
1 O -0.612
2 O -0.493
3 O -0.644
4 N -0.311
5 C -0.764
6 C 0.197
7 C -0.517
8 H 0.329
9 H 0.317
10 H 0.337
11 H 0.344
12 H 0.327
13 H 0.310
14 H 0.462
15 H 0.328
16 H 0.406
17 H 0.326
18 H 0.340
19 H 0.316

No. 6
Entry from the OMol25 dataset: a cluster of 4 separate species, C3H12NO3 in total in a non-equilibrium geometry (ωB97M-V/def2-TZVPD).

Output
Total charge: +2
E_HOMO (spin up / spin down): -0.70445 / -0.70442 hartree
Kohn-Sham gap (spin up / spin down): 0.213 / 0.213 Ha
Expectation value of S²: 0.754
Relative energy (zero: lowest compared OMol25 entry of this formula, charge and spin): 2.999 eV
DFT total energy: -401.09371 hartree
Multiplicity: 2

Positions of all 19 atoms, in Å:
O: -1.87 0.94 -0.25
O: 0.63 2.11 0.13
O: -0.73 -1.19 -1.28
N: 2.73 0.25 -0.29
C: -3.13 -0.79 0.59
C: -2.60 0.59 0.66
C: 2.70 -1.11 0.11
H: 3.49 -1.64 -0.44
H: 1.75 -1.55 -0.19
H: 0.77 2.96 0.56
H: -2.93 -1.36 -0.33
H: 3.59 0.77 -0.06
H: -0.31 1.89 0.20
H: -1.21 -0.38 -1.04
H: -3.91 -1.10 1.29
H: 2.88 -1.30 1.18
H: -0.80 -1.31 -2.23
H: 1.97 0.88 0.06
H: -3.02 1.35 1.32

Per-atom Mulliken charges, elementary charge units:
1 O -0.482
2 O -0.656
3 O -0.624
4 N -0.011
5 C -0.211
6 C 0.384
7 C -0.599
8 H 0.341
9 H 0.254
10 H 0.345
11 H 0.366
12 H 0.376
13 H 0.332
14 H 0.414
15 H 0.301
16 H 0.344
17 H 0.368
18 H 0.319
19 H 0.439

No. 7
Entry from the OMol25 dataset: a cluster of 3 separate species, C3H12NO3S in total in a non-equilibrium geometry (ωB97M-V/def2-TZVPD).

Output
Total charge: -1
E_HOMO: -0.14241 hartree
Kohn-Sham gap: 0.258 Ha
Relative energy (zero: lowest compared OMol25 entry of this formula, charge and spin): 0.201 eV
DFT total energy: -800.19251 hartree

Positions of all 20 atoms, in Å:
S: -0.24 -1.67 -2.95
O: 0.16 2.96 -1.25
O: 0.62 -0.43 2.39
O: -0.58 -2.80 2.03
N: 0.52 0.72 0.30
C: -0.09 -0.34 -0.49
C: 0.17 0.63 1.77
C: 0.14 -0.14 -1.98
H: -0.47 0.66 -2.36
H: 1.17 0.12 -2.21
H: 0.36 -1.31 -0.24
H: -0.95 0.74 1.72
H: -0.25 -2.44 -1.85
H: 1.52 0.66 0.16
H: 0.49 1.63 2.15
H: -0.02 -1.99 2.16
H: -1.15 -0.38 -0.25
H: 0.22 2.16 -0.63
H: -0.18 3.67 -0.70
H: -1.45 -2.45 2.21

Per-atom Mulliken charges, elementary charge units:
1 S -0.294
2 O -0.743
3 O -0.911
4 O -0.705
5 N -0.286
6 C -0.686
7 C -0.615
8 C -0.595
9 H 0.359
10 H 0.358
11 H 0.430
12 H 0.257
13 H 0.125
14 H 0.193
15 H 0.281
16 H 0.452
17 H 0.270
18 H 0.543
19 H 0.302
20 H 0.265

No. 8
Entry from the OMol25 dataset: a cluster of 3 separate species, C3H12NO3S in total in a non-equilibrium geometry (ωB97M-V/def2-TZVPD).

Output
Total charge: -1
E_HOMO: -0.13846 hartree
Kohn-Sham gap: 0.245 Ha
Relative energy (zero: lowest compared OMol25 entry of this formula, charge and spin): 1.140 eV
DFT total energy: -800.15802 hartree

Positions of all 20 atoms, in Å:
S: -0.96 1.69 -3.14
O: -1.39 1.15 4.14
O: 1.99 -2.79 -1.05
O: -0.93 -0.20 2.11
N: 0.10 -0.62 0.09
C: -0.36 0.14 -2.28
C: 0.29 -0.15 1.49
C: 0.15 0.49 -0.85
H: -0.84 -1.00 0.04
H: 0.71 0.91 1.39
H: 2.54 -2.59 -1.81
H: 1.69 -1.90 -0.81
H: -0.14 1.49 -0.45
H: -1.17 -0.59 -2.27
H: 1.20 0.74 -1.08
H: -0.80 2.61 -2.14
H: 0.91 -0.78 2.12
H: 0.46 -0.23 -2.89
H: -2.35 1.10 4.07
H: -1.08 0.54 3.32

Per-atom Mulliken charges, elementary charge units:
1 S -0.300
2 O -0.784
3 O -0.671
4 O -0.893
5 N -0.229
6 C -0.323
7 C -0.369
8 C -0.898
9 H 0.152
10 H 0.139
11 H 0.303
12 H 0.341
13 H 0.461
14 H 0.353
15 H 0.308
16 H 0.128
17 H 0.302
18 H 0.290
19 H 0.232
20 H 0.458

Question: Which value of relative energy (zero: lowest compared OMol25 entry of this formula, charge and spin) does entry 5 give?
Answer: 1.615 eV